Record 1
50
Properties=species:S:1:pos:R:3:forces:R:3:nbo_charge:R:1 method="wB97M-V/def2-TZVPD" gap_ev=8.736 molar_mass_g_mol=383.209 de_lowest_kcal_mol=20.0 smiles="COc1ccc(OC)c(CC(=O)N[C@@H](Cc2coc3ccccc23)B(O)O)c1" lumo_energy_ev=0.55 energy_ev=-35550.495
H 0.7892 -1.2706 6.6249 -0.13 0.03 0.22 0.17
H -0.7316 3.1863 -4.0884 -0.56 -0.28 -0.56 0.22
H 2.8330 -0.8926 5.6773 0.14 -0.23 -0.18 0.22
C -1.7090 1.9093 -1.6451 -0.66 0.08 -0.27 -0.41
C -4.9410 -0.3197 -5.3697 -0.42 0.24 0.03 -0.22
C -0.4189 -0.5474 0.7556 0.64 2.46 0.30 0.70
H 2.0980 -1.1269 0.7986 0.06 0.02 0.12 0.23
H -5.6930 -0.7673 -6.0537 0.73 0.19 0.70 0.22
O 1.2900 -0.6082 -1.8900 -0.70 0.30 0.89 -0.91
C -3.9941 -0.0365 -3.1631 0.73 1.24 -0.31 -0.21
H -0.8009 -1.2337 2.6819 -0.37 -0.14 0.04 0.25
H 5.8847 -0.3191 2.5334 0.30 -0.28 0.06 0.18
C -3.1291 0.9578 -3.6788 -0.56 0.24 -0.50 -0.10
H -1.4105 -0.2469 -1.5352 -0.03 0.50 0.35 0.24
H 6.5687 -1.5377 1.3623 0.04 0.25 0.21 0.20
C -2.1595 1.8358 -3.0817 1.52 0.55 -1.19 -0.10
H -1.1429 2.8315 -1.4399 -0.15 -0.20 -0.25 0.22
O -2.2174 2.2392 -5.3399 0.27 -0.20 0.18 -0.42
C 3.5112 -1.3368 2.4010 0.50 0.34 -0.93 0.27
H -0.4687 1.5689 0.5859 -0.06 -0.65 0.11 0.41
H 0.8153 -1.1715 -1.2170 0.47 0.17 -0.89 0.52
H 1.4244 0.3602 6.3814 -0.57 0.03 0.32 0.17
C 2.6631 -0.9824 4.6113 -1.73 0.80 0.61 -0.30
C -1.5787 2.4964 -4.1418 -0.90 -0.15 1.34 0.13
H -4.1093 0.8620 -6.8959 -0.13 0.30 -1.14 0.21
H -0.5753 0.4820 2.5895 0.21 0.09 0.24 0.22
O -0.4118 -1.6054 0.1736 -0.15 -0.93 -1.05 -0.65
C -4.0971 0.6392 -5.8657 1.08 0.82 -0.45 -0.23
O 0.3033 -0.3857 4.8559 -0.04 0.08 -1.01 -0.50
H 4.6783 -1.4220 4.1863 -0.44 0.05 -0.05 0.21
H -0.3468 0.1165 6.7279 0.12 -0.03 -0.26 0.20
H -5.5264 -1.4433 -3.6885 -0.07 0.15 0.41 0.21
C 1.4045 -0.6886 4.0848 0.31 -0.33 0.62 0.28
B 0.5707 0.5552 -1.9898 -1.02 0.65 -0.99 1.11
C -4.8889 -0.6272 -4.0039 -0.58 -1.16 -0.65 -0.22
O 0.9910 1.6430 -2.7541 0.54 -1.36 0.40 -0.89
N -0.5402 0.6758 0.1042 -0.43 -1.33 2.09 -0.61
C -0.1879 -0.4671 2.2211 -0.38 0.10 0.53 -0.51
C -3.1570 1.2934 -5.0595 -0.77 -1.33 1.88 0.28
C 2.2412 -1.0748 1.8737 1.09 -0.32 -0.69 -0.23
C 3.6881 -1.2608 3.7598 1.73 -0.50 0.05 -0.25
H 1.7967 1.3444 -3.2037 0.05 0.44 -0.01 0.49
C 5.8333 -1.3465 2.1472 0.31 -0.62 -0.23 -0.25
C -0.8826 0.6948 -1.2759 1.09 -0.64 -1.77 -0.40
O 4.5883 -1.5467 1.5276 -1.64 0.12 0.61 -0.50
C 1.2122 -0.7428 2.7023 -0.90 0.30 0.33 -0.03
H -3.9476 -0.2545 -2.1181 -0.07 -0.30 0.48 0.21
H 5.9754 -2.1030 2.9425 0.25 0.49 -0.25 0.17
C 0.5370 -0.2820 6.2269 0.90 -0.02 0.47 -0.25
H -2.6315 1.9562 -1.0374 0.38 -0.07 0.08 0.21

---

Record 2
48
Properties=species:S:1:pos:R:3:forces:R:3:nbo_charge:R:1 method="wB97M-V/def2-TZVPD" gap_ev=8.764 molar_mass_g_mol=371.868 de_lowest_kcal_mol=41.2 smiles="O=C1c2ccccc2[C@H](Nc2ccc(Cl)cc2)N1CCN1CCOCC1" lumo_energy_ev=0.55 energy_ev=-42185.418
C -1.5935 -1.3395 0.9233 0.04 0.16 0.04 0.66
N 1.6873 -1.9427 0.2659 -0.12 -0.40 0.10 -0.61
O -2.4263 -0.8103 1.6284 -0.26 -0.08 0.17 -0.62
C -3.4899 3.1214 0.4123 0.01 -0.38 0.01 -0.07
C -1.1683 -5.0528 -1.0106 0.11 -0.01 -0.07 -0.19
H 4.3107 1.2564 -1.6889 0.03 0.07 -0.07 0.23
Cl 6.5765 1.3531 0.0253 0.18 0.11 -0.01 0.00
C 3.0062 -0.2026 -0.8337 -0.17 -0.10 0.09 -0.28
H 0.8219 2.1168 -0.3246 -0.03 -0.02 -0.06 0.20
H 1.0397 0.5022 1.2628 -0.13 0.01 0.03 0.21
H 1.6232 -2.4734 1.1244 -0.04 0.02 -0.09 0.39
C -2.3402 -4.8671 -0.2909 -0.11 -0.01 0.06 -0.21
H 0.5665 -1.1742 -1.2897 -0.05 -0.08 0.13 0.20
N -0.4156 -0.7739 0.5330 0.11 -0.12 -0.14 -0.44
H -2.0086 5.7004 -0.8624 0.06 -0.03 0.07 0.19
H -0.6297 0.8560 1.7550 0.11 -0.02 -0.05 0.25
C -2.4949 2.0520 -0.0320 -0.23 0.21 0.18 -0.28
H 3.6484 -1.9594 1.9787 -0.01 -0.08 0.09 0.21
C 5.1312 0.4028 0.0918 -0.12 -0.06 -0.03 -0.08
C -0.1285 1.5899 -0.2114 0.03 0.03 0.21 -0.22
H -2.6115 1.1752 0.6046 -0.03 -0.02 -0.03 0.24
C 0.0023 0.5493 0.9187 0.01 0.17 -0.07 -0.24
C 4.9484 -0.5048 1.1230 -0.01 0.11 -0.12 -0.21
H -3.4851 -3.5196 0.9487 -0.11 0.01 0.07 0.23
H -2.7106 1.7661 -1.0783 0.02 -0.01 0.03 0.16
C -2.5811 -3.6791 0.3822 0.07 0.17 0.04 -0.16
C -0.4480 -2.8721 -0.4195 -0.48 0.10 0.25 0.06
H -4.5145 2.7764 0.2676 0.06 -0.02 0.07 0.19
H 2.2700 -0.0707 -1.6103 -0.08 0.01 -0.10 0.21
O -3.3570 4.3025 -0.3466 -0.13 0.05 -0.12 -0.52
C 0.4078 -1.6385 -0.3085 0.09 0.15 0.00 0.10
H -0.3432 1.0721 -1.1651 0.06 0.03 0.00 0.16
H -3.3246 3.3433 1.4767 -0.04 -0.04 -0.05 0.17
C -2.0472 4.8030 -0.2421 0.37 0.05 -0.15 -0.07
C -1.0168 3.7762 -0.7133 -0.21 0.22 0.12 -0.25
C -0.2043 -4.0553 -1.0837 0.02 0.04 0.00 -0.22
C 3.7908 -1.2530 1.1735 -0.12 0.02 -0.09 -0.21
H -3.0719 -5.6602 -0.2543 -0.06 -0.07 0.00 0.22
H -1.0022 -5.9884 -1.5233 0.01 -0.08 -0.04 0.22
C -1.6194 -2.6878 0.3104 0.27 -0.40 -0.37 -0.16
H -1.1831 3.5645 -1.7853 0.04 0.02 0.03 0.17
H -1.8304 5.0690 0.8035 0.01 0.02 -0.08 0.17
C 4.1620 0.5521 -0.8856 0.17 0.01 0.16 -0.19
H 0.7082 -4.2010 -1.6412 0.11 -0.04 -0.06 0.22
H -0.0124 4.1869 -0.5871 -0.01 0.01 -0.04 0.20
H 5.7051 -0.6208 1.8827 0.08 0.00 0.06 0.23
N -1.1436 2.5763 0.0955 0.07 0.08 -0.10 -0.44
C 2.7959 -1.1168 0.2003 0.41 0.15 -0.09 0.17

---

Record 3
48
Properties=species:S:1:pos:R:3:forces:R:3:nbo_charge:R:1 method="wB97M-V/def2-TZVPD" gap_ev=8.962 molar_mass_g_mol=375.852 de_lowest_kcal_mol=37.8 smiles="COc1cc(C(=O)NC[C@@H]2CCCO2)ccc1OCc1ccccc1Cl" lumo_energy_ev=0.66 energy_ev=-43299.603
H -3.9062 2.8859 -0.3947 -0.06 -0.06 -0.12 0.24
O 0.5825 -2.7238 -0.1624 0.27 0.33 0.13 -0.48
C 5.0207 0.5611 -2.3070 -0.02 -0.03 -0.04 -0.22
H -3.2250 -0.5578 1.4955 0.02 -0.05 0.01 0.20
C -1.7288 1.6647 0.1158 0.00 -0.01 -0.20 0.67
C 0.5407 -1.3786 0.0534 0.22 -0.13 -0.03 0.25
H -4.6047 -0.9053 2.5510 0.03 -0.04 0.06 0.22
O 2.8228 -1.6458 0.5070 -0.28 -0.02 -0.21 -0.48
H -2.5856 0.4030 -1.2576 0.14 0.09 0.07 0.40
H -4.4908 -2.1100 0.0917 -0.06 0.02 0.04 0.18
H 2.7481 1.0479 0.9484 0.11 0.01 0.03 0.23
C -0.5303 0.7816 0.1893 0.43 0.01 0.24 -0.16
C 4.7541 -0.2485 -0.0504 -0.01 -0.03 0.08 -0.11
H -5.7033 1.1302 1.9336 0.00 0.02 0.01 0.21
H -6.0188 1.4684 -0.3390 0.12 -0.06 0.02 0.18
H -1.5299 -1.0545 -0.3184 -0.08 -0.09 -0.02 0.21
C 1.7713 -0.7868 0.4223 -0.22 -0.12 -0.02 0.28
C 5.7814 0.6033 0.3436 -0.14 -0.06 -0.27 -0.03
H -4.2528 2.0024 -1.9093 0.02 0.06 0.07 0.20
H -6.0359 -1.4409 0.6759 0.08 -0.03 -0.02 0.16
H 4.6763 -2.0418 1.1105 -0.09 0.17 0.07 0.22
H 7.2117 2.0809 -0.2308 0.07 0.05 0.06 0.23
C -5.0249 1.0471 -0.1299 0.10 0.57 -0.06 0.09
H -0.3409 -4.4362 -0.6051 -0.07 0.06 -0.01 0.20
C -0.5893 -0.5917 -0.0623 0.06 -0.07 -0.03 -0.24
O -1.8337 2.6763 0.7868 0.05 0.16 0.16 -0.63
C -4.7767 0.9496 1.3893 -0.01 -0.10 -0.10 -0.45
Cl 6.2879 0.6392 2.0016 0.08 0.02 0.19 0.00
H -4.0336 1.6730 1.7154 -0.02 0.06 0.04 0.24
H 3.9547 -0.6309 1.9094 -0.02 -0.11 -0.14 0.20
C 6.4201 1.4292 -0.5659 0.02 0.02 0.02 -0.23
C -0.6099 -3.3866 -0.4981 -0.20 -0.10 -0.07 -0.25
C 4.0629 -1.1481 0.9464 0.30 0.06 0.28 -0.09
H 3.6029 -0.9277 -1.7074 -0.09 -0.04 -0.02 0.22
C 1.8197 0.5745 0.6729 0.13 -0.23 0.03 -0.29
H 0.7096 2.4055 0.7765 -0.01 0.09 0.04 0.24
C -3.9712 1.9000 -0.8579 -0.44 -0.16 0.12 -0.24
O -4.9613 -0.2790 -0.6515 0.09 0.15 -0.22 -0.54
C 4.3906 -0.2611 -1.3906 0.04 -0.01 0.04 -0.14
H -1.3642 -3.2878 0.2903 0.02 0.02 -0.03 0.17
N -2.6719 1.2846 -0.7789 -0.16 -0.25 -0.17 -0.61
C 6.0340 1.4089 -1.8945 0.03 0.02 0.02 -0.20
C 0.6756 1.3479 0.5681 -0.39 0.02 -0.08 -0.16
H -1.0236 -3.0235 -1.4454 0.01 0.00 0.05 0.17
C -4.3095 -0.4928 1.5893 -0.11 -0.05 -0.21 -0.43
C -4.9939 -1.1981 0.4201 -0.02 -0.24 0.33 -0.06
H 6.5289 2.0541 -2.6039 0.05 0.06 -0.06 0.22
H 4.7204 0.5382 -3.3433 -0.03 0.00 -0.09 0.22

---

Record 4
48
Properties=species:S:1:pos:R:3:forces:R:3:nbo_charge:R:1 method="wB97M-V/def2-TZVPD" gap_ev=8.383 molar_mass_g_mol=376.472 de_lowest_kcal_mol=0.3 smiles="O=C(c1ccccc1Nc1ccc(SC(F)F)cc1)N1CCCCCC1" lumo_energy_ev=0.70 energy_ev=-42395.956
C 1.8841 0.3238 -0.7514 -0.17 0.05 0.05 -0.23
C -2.3047 3.4973 0.0179 -0.10 0.11 -0.01 -0.25
H -3.8635 -2.1748 1.5526 -0.03 -0.04 -0.24 0.25
H 3.5692 0.3044 -2.0651 0.03 0.01 -0.06 0.23
C 3.2893 -1.5370 0.7602 -0.11 0.09 -0.10 -0.18
C -2.7050 -0.1543 0.9515 0.10 -0.06 -0.02 0.67
N 0.0629 0.1658 0.8543 -0.37 -0.42 0.46 -0.60
H -3.9484 -1.0162 -1.8688 0.08 0.02 -0.01 0.20
C -0.1297 2.4991 0.2018 0.03 -0.06 0.02 -0.25
C -6.5279 -0.6239 -1.5152 0.05 -0.02 0.05 -0.40
H -5.4809 1.2091 -1.8823 0.00 0.08 0.04 0.22
H 3.8448 -2.2607 1.3361 0.04 -0.05 0.06 0.23
C -6.3525 -2.0065 -0.8754 -0.17 0.14 0.10 -0.41
C -2.8848 2.2824 0.3329 0.14 -0.02 0.04 -0.18
C -2.1052 1.1546 0.5562 0.25 0.23 0.07 -0.12
H -5.6406 0.8128 -0.1774 0.05 0.08 -0.01 0.20
H -3.2963 0.5700 -1.4406 -0.09 -0.20 -0.03 0.23
H -7.4875 -0.2029 -1.2077 -0.05 -0.01 -0.08 0.21
S 5.4818 -1.5026 -0.9026 -0.04 0.38 0.20 0.19
C -4.0184 -0.1941 -1.1488 -0.12 0.45 -0.23 -0.23
H -5.7168 -2.6290 -1.5091 -0.02 -0.07 -0.02 0.19
H 1.5932 -1.5472 2.0552 -0.05 -0.02 0.12 0.22
H -2.9250 4.3628 -0.1569 -0.06 0.08 -0.01 0.22
C 3.8435 -1.0008 -0.3925 0.74 -0.22 -0.27 -0.24
C -5.4372 0.3901 -1.1623 0.00 -0.12 -0.20 -0.42
O -2.3121 -0.7259 1.9656 0.14 0.04 0.22 -0.66
C -0.9245 3.5977 -0.0551 -0.06 -0.04 -0.01 -0.18
H 7.4769 -0.2299 -0.4446 -0.22 0.00 0.02 0.15
H 1.3269 1.0145 -1.3645 -0.04 0.06 -0.03 0.22
C 6.4086 -0.0827 -0.2377 0.17 -0.71 -0.35 0.43
C -0.7008 1.2648 0.5170 -0.28 0.24 -0.07 0.19
H -0.3956 -0.4694 1.5004 0.06 0.12 -0.10 0.44
C -4.2292 -1.9675 0.5443 -0.11 -0.18 0.50 -0.22
H -6.1470 -1.1442 1.1032 -0.03 0.02 0.14 0.20
H -3.8535 -2.7513 -0.1265 -0.01 0.02 0.05 0.18
H 0.9444 2.6001 0.2082 0.08 0.00 -0.02 0.23
C 2.0352 -1.1336 1.1608 -0.14 0.09 0.01 -0.25
F 6.0097 1.0793 -0.7914 -0.10 0.40 -0.23 -0.34
C -5.7580 -1.9885 0.5340 0.11 -0.18 -0.27 -0.41
F 6.2296 0.0509 1.0901 -0.02 0.02 0.45 -0.34
H -6.0625 -2.9004 1.0516 0.00 0.03 0.06 0.22
H -3.9579 2.2106 0.4209 -0.13 -0.04 -0.03 0.21
H -0.4629 4.5459 -0.2868 0.05 0.08 -0.01 0.22
C 3.1370 -0.0854 -1.1563 -0.05 -0.05 0.14 -0.19
N -3.6530 -0.6956 0.1559 -0.01 -0.18 0.00 -0.42
C 1.3184 -0.1815 0.4245 0.51 -0.09 -0.27 0.19
H -7.3319 -2.4880 -0.8445 0.03 -0.07 -0.07 0.21
H -6.5649 -0.7508 -2.5993 -0.08 0.05 -0.02 0.20

---

Record 5
48
Properties=species:S:1:pos:R:3:forces:R:3:lowdin_spin:R:1 method="wB97M-V/def2-TZVPD" gap_ev="6.206 / 6.582" s2=6.072 molar_mass_g_mol=396.244 total_charge=+1 de_lowest_kcal_mol=9.7 lumo_energy_ev="-2.32 / -5.14" energy_ev=-65151.951 spin_multiplicity=5
H -1.9557 -2.1868 -0.3626 0.24 0.24 -0.05 0.00
C -1.4592 -1.3804 -0.9193 0.02 -0.62 0.14 0.01
C -4.3306 3.0018 0.7519 0.26 -0.34 -0.04 0.01
C -1.1820 2.3384 -0.6717 -2.96 0.86 1.27 0.15
C 0.9959 4.4357 -0.1394 5.97 2.15 -3.58 0.08
H 3.7602 -1.4252 -0.9217 -0.07 -0.37 0.28 0.00
H -4.6268 2.6319 -0.2349 0.05 -0.05 0.13 0.00
C 2.3065 -4.7124 0.5844 -0.17 0.38 -0.10 0.00
H -1.3351 -1.0424 -3.0613 0.07 0.01 0.23 0.00
H -0.1841 0.1181 2.3398 -0.16 0.07 -0.14 0.00
N -0.1313 -1.1014 -0.2415 0.30 -1.09 -0.03 0.02
H -1.7479 -2.6763 -2.6112 0.10 0.08 0.00 0.00
H 1.8856 -5.6418 0.9649 0.18 0.20 -0.05 0.00
O 1.9535 4.8996 -0.6113 -2.82 -0.99 1.14 0.06
Fe -0.1698 3.7274 0.9384 -3.20 -4.26 -1.80 2.23
C 0.3544 -2.2095 -2.3459 0.25 -0.54 -0.20 0.00
C -1.8575 2.5178 0.6082 -0.80 -0.46 -1.43 0.18
H -4.5695 2.2697 1.5333 0.13 0.08 -0.15 0.00
H 0.4413 -3.2939 -2.2750 0.10 0.05 0.01 0.00
H 4.3563 -5.2659 0.9914 -0.24 0.32 -0.20 0.00
O -2.9521 3.3804 0.7627 1.64 0.21 -0.26 0.06
C 1.4462 -3.7340 0.0702 0.57 -0.14 0.15 0.00
H 1.1004 0.4268 0.4754 -0.22 -0.35 -0.08 0.02
H -4.8477 3.9370 0.9558 -0.11 -0.14 0.00 0.00
H 5.2958 -3.1606 0.0239 -0.39 -0.07 0.03 0.00
C 4.2148 -3.3186 0.0526 0.01 0.01 0.01 0.00
O 1.6327 3.7468 3.1453 -1.86 -0.65 -1.61 0.01
C -0.7938 0.4795 1.4970 0.31 -0.59 0.48 0.06
C 1.0383 -1.5757 -1.1389 -0.12 0.10 0.12 0.00
H 0.1392 1.1316 -1.8403 -0.20 0.14 0.53 0.02
H -0.1040 -1.6581 0.6142 0.14 -0.13 -0.10 0.00
C -0.8636 5.2280 1.3931 -1.59 7.79 2.63 0.09
H -1.5742 2.9355 -1.4975 0.28 -0.32 -0.02 0.00
H 0.8840 -1.9211 -3.2565 -0.22 0.02 0.03 0.00
C -1.2171 1.8956 1.7173 -1.19 -0.50 0.79 0.33
C 0.0372 0.2892 0.2076 -0.16 1.77 0.99 0.07
C 3.3621 -2.3373 -0.4611 -0.21 0.01 0.03 0.00
C -1.1177 -1.8295 -2.3315 -0.46 0.39 -0.69 0.00
O -0.9586 6.3295 1.7598 -0.17 -3.22 -1.21 0.09
C -0.3250 1.2709 -0.8490 1.19 -0.63 -1.38 0.41
H 1.5589 -0.6539 -1.4056 0.01 -0.16 -0.03 0.00
C 0.8506 3.6147 2.2982 5.04 0.62 4.81 0.05
H 0.3671 -3.9274 0.0102 0.41 0.02 0.11 0.00
C 1.9802 -2.5373 -0.4330 -0.31 -0.12 -0.16 0.00
H -1.5600 2.1683 2.7245 0.02 -0.25 -0.42 0.01
C 3.6914 -4.4987 0.5835 -0.20 0.06 -0.01 0.00
H -1.6930 -0.1840 1.4819 0.37 0.28 -0.18 0.02
H -2.0963 -0.5021 -0.8765 0.17 0.12 0.04 0.01

---

Record 6
47
Properties=species:S:1:pos:R:3:forces:R:3:lowdin_spin:R:1 method="wB97M-V/def2-TZVPD" gap_ev="8.225 / 6.212" s2=8.805 molar_mass_g_mol=377.346 de_lowest_kcal_mol=168.1 lumo_energy_ev="-0.18 / -2.36" energy_ev=-59485.577 spin_multiplicity=6
H -4.4368 0.3583 -0.6745 0.56 0.42 -0.37 0.00
O 0.2406 -0.1801 1.6999 0.98 0.19 -1.07 0.00
H 0.3191 1.6594 3.3229 0.29 0.20 -0.21 0.00
O 1.6669 0.0095 -0.0732 -0.29 -0.05 0.27 0.07
C -2.3578 -1.3202 -0.0340 -0.65 -1.28 0.92 0.00
C -3.5327 -1.6729 0.6849 1.17 -0.21 0.19 0.00
C 2.8018 2.3199 1.0902 -0.39 -0.11 0.19 0.00
H 3.0579 5.0156 3.1677 -0.08 -0.26 -0.11 0.00
C 3.2782 3.5245 1.6166 0.04 -0.07 -0.03 0.00
C 1.7179 1.6499 1.6823 0.40 0.63 -0.02 0.00
C -3.3775 1.9114 -1.7334 0.92 0.52 -0.53 0.00
H -0.1193 -3.1829 1.4306 -0.51 0.02 -0.08 0.00
H -4.3313 -2.8832 2.2873 0.18 -0.02 -0.07 0.00
H 1.4604 -0.4170 -3.8319 -1.31 1.32 1.91 0.01
C -2.1972 -3.1646 1.9993 0.14 -0.01 0.24 0.00
C -2.3352 -0.1069 -0.8715 0.35 1.53 -1.14 0.00
C -1.1143 -2.7989 1.2060 -0.27 -0.31 -0.38 0.00
C -1.0182 1.4993 -1.9178 -1.48 0.71 -0.29 0.01
H 1.1675 3.8158 4.2932 0.15 -0.12 -0.30 0.00
H 2.7247 -1.6417 -3.3620 -0.25 -1.36 1.76 0.04
H -1.9319 3.2580 -2.7007 -0.18 0.36 0.00 0.00
H 2.3719 -3.5940 -0.6504 -0.47 0.36 0.09 0.01
H 3.2491 1.8669 0.2052 -0.08 0.21 0.20 0.00
H 1.7140 -3.0655 -2.6854 1.98 0.07 0.62 0.03
C -2.1101 2.3418 -2.1719 -0.06 -1.10 0.74 0.00
H -2.0284 -3.8752 2.8142 -0.19 0.38 -0.25 0.00
H -0.1868 -0.4691 -3.1028 0.87 1.72 0.31 0.03
C 0.8384 -0.0580 -2.8796 3.08 -0.98 -5.19 0.34
C 2.6908 4.0726 2.7594 -0.35 -0.33 0.12 0.00
Mn 0.9918 -1.3605 -1.5088 -1.18 -0.25 3.84 3.87
N -1.2105 -2.0030 0.1415 -0.22 0.91 0.22 0.03
C 2.4133 -2.2217 -2.3916 0.43 1.79 -3.57 -0.01
H 0.6814 -3.8250 -0.2729 -0.25 0.43 -0.51 0.03
C -3.4425 -2.6186 1.7207 0.01 0.46 -0.83 0.00
H -0.0302 1.8036 -2.2518 -0.48 0.02 0.24 0.01
C 1.1515 0.3719 1.0506 -0.69 0.10 1.29 0.01
C 1.1449 2.1987 2.8508 0.18 -0.01 -0.23 0.00
H 4.1173 4.0307 1.1210 -0.39 -0.19 0.30 0.00
H -4.4640 -1.1853 0.4491 -0.09 -0.05 0.20 0.00
C 1.6230 3.4027 3.3905 0.33 -0.27 -0.60 0.00
H 1.6743 -2.7716 0.7332 -0.19 0.68 -0.38 0.03
N -1.1485 0.2976 -1.3717 -0.63 -0.35 1.54 0.02
C 1.4697 -3.0658 -0.3047 0.79 -2.23 1.74 0.42
C -3.4693 0.7072 -1.0696 -0.52 -0.93 0.60 0.00
H -4.2500 2.5340 -1.9167 0.08 -0.21 0.10 0.00
H 1.4257 0.7832 -2.3814 -1.76 -0.94 -0.67 0.02
H 3.1002 -1.9510 -1.5589 0.00 -1.39 -0.80 0.02